1.
12
Properties=species:S:1:pos:R:3 method="wB97M-V/def2-TZVPD" de_lowest_ev=1.646 smiles="O=CSC1CC1" max_force_ev_per_a=2.08 e_tot_ev=-17126.484 charge=0 orbital_gap_ev=10.12
O -0.121 -2.088 -0.675
C -1.281 -1.724 -0.693
S -1.829 -0.048 -0.319
C -0.360 0.942 0.135
C 0.696 0.473 1.138
C 1.054 0.693 -0.324
H -2.131 -2.354 -1.003
H -0.653 1.980 0.189
H 0.564 -0.552 1.404
H 1.030 1.191 1.849
H 1.683 1.556 -0.668
H 1.347 -0.069 -1.033

***

2.
12
Properties=species:S:1:pos:R:3 method="wB97M-V/def2-TZVPD" de_lowest_ev=2.013 smiles="OC/C=C/C=S" max_force_ev_per_a=4.15 e_tot_ev=-17126.117 charge=0 orbital_gap_ev=8.14
O -1.678 1.818 1.757
C -0.361 1.232 1.864
C -0.052 0.451 0.562
C 0.417 -0.752 0.558
C 0.529 -1.509 -0.701
S 0.685 -0.846 -2.165
H -1.624 2.767 1.602
H 0.392 1.976 1.967
H -0.383 0.574 2.724
H -0.127 1.093 -0.290
H 0.508 -1.318 1.469
H 0.510 -2.640 -0.592

***

3.
12
Properties=species:S:1:pos:R:3 method="wB97M-V/def2-TZVPD" de_lowest_ev=1.461 smiles="C=C(C)OC=S" max_force_ev_per_a=1.10 e_tot_ev=-17126.669 charge=0 orbital_gap_ev=9.27
C -0.727 -1.061 0.657
C 0.148 -0.331 -0.016
C 1.638 -0.466 -0.014
O -0.248 0.686 -0.880
C -1.253 1.499 -0.552
S -1.947 2.536 -1.555
H -1.788 -0.927 0.534
H -0.380 -1.848 1.354
H 1.956 -1.297 0.631
H 2.036 -0.632 -1.033
H 2.112 0.460 0.361
H -1.548 1.380 0.513

***

4.
13
Properties=species:S:1:pos:R:3 method="wB97M-V/def2-TZVPD" de_lowest_ev=1.011 smiles="CC(=S)SCC=O" max_force_ev_per_a=2.49 e_tot_ev=-27962.267 charge=0 orbital_gap_ev=8.54
C -0.612 -2.010 -1.561
C -0.661 -0.617 -0.945
S -1.549 0.575 -1.648
S 0.272 -0.454 0.426
C 0.203 1.260 0.909
C 1.248 1.568 1.909
O 2.205 0.861 2.116
H -0.609 -1.989 -2.683
H -1.485 -2.596 -1.282
H 0.256 -2.508 -1.190
H -0.788 1.509 1.327
H 0.401 1.879 0.066
H 1.119 2.521 2.555

***

5.
13
Properties=species:S:1:pos:R:3 method="wB97M-V/def2-TZVPD" de_lowest_ev=3.291 smiles=OC1[C@@H]2SCS[C@@H]12 max_force_ev_per_a=1.79 e_tot_ev=-27959.988 charge=0 orbital_gap_ev=9.23
O -2.628 0.048 -0.377
C -1.569 -0.338 0.468
C -0.332 0.435 0.629
S 0.736 1.674 0.018
C 1.979 0.344 -0.228
S 1.355 -1.348 0.043
C -0.303 -0.735 -0.284
H -2.156 0.393 -1.128
H -1.834 -0.934 1.367
H 0.080 0.193 1.640
H 2.340 0.394 -1.270
H 2.749 0.491 0.478
H -0.418 -0.619 -1.356

***

6.
13
Properties=species:S:1:pos:R:3 method="wB97M-V/def2-TZVPD" de_lowest_ev=5.125 max_force_ev_per_a=4.74 e_tot_ev=-27958.153 charge=0 orbital_gap_ev=7.31
C 1.007 0.306 -0.460
C 1.313 -0.756 0.525
C 0.067 -0.838 -0.257
C -1.996 0.261 -0.394
H 0.727 1.473 1.900
H 1.623 0.339 -1.386
H 2.230 -1.368 0.445
H 1.260 -0.139 1.618
H -0.111 -1.631 -0.985
H -1.734 0.593 -1.475
O -1.235 -0.553 0.265
S 0.432 1.827 0.030
S -3.584 0.486 0.173

***

7.
13
Properties=species:S:1:pos:R:3 method="wB97M-V/def2-TZVPD" de_lowest_ev=2.053 smiles="CSC(=S)[C@H]1CO1" max_force_ev_per_a=1.49 e_tot_ev=-27961.226 charge=0 orbital_gap_ev=8.46
C 0.504 -1.374 -1.941
S 1.304 -0.092 -0.932
C 0.353 0.094 0.468
S 0.757 1.156 1.618
C -0.979 -0.548 0.494
C -2.156 0.309 0.593
O -1.834 -0.364 -0.629
H 0.400 -2.270 -1.356
H 1.231 -1.494 -2.725
H -0.414 -1.040 -2.323
H -0.931 -1.500 1.006
H -1.948 1.365 0.567
H -2.974 -0.057 1.190

***

8.
13
Properties=species:S:1:pos:R:3 method="wB97M-V/def2-TZVPD" de_lowest_ev=1.394 smiles="OC(=S)[C@@H]1C[C@@H]1S" max_force_ev_per_a=1.40 e_tot_ev=-27961.884 charge=0 orbital_gap_ev=8.96
O 1.799 0.364 1.344
C 1.547 -0.230 0.155
S 2.529 -1.453 -0.286
C 0.428 0.297 -0.695
C -0.693 0.981 -0.038
C -0.897 -0.426 -0.579
S -1.001 -1.853 0.489
H 1.189 1.089 1.516
H 0.737 0.595 -1.689
H -0.763 1.065 1.041
H -1.120 1.786 -0.622
H -1.485 -0.516 -1.507
H -2.270 -1.698 0.871

***

9.
14
Properties=species:S:1:pos:R:3 method="wB97M-V/def2-TZVPD" de_lowest_ev=4.608 max_force_ev_per_a=5.58 e_tot_ev=-38793.494 charge=0 orbital_gap_ev=7.59
C 0.294 -1.157 2.628
C -0.057 -0.616 -0.181
C -0.660 1.804 -0.534
C 1.438 -0.738 -0.621
H 0.216 -2.091 3.390
H -0.279 -0.166 3.014
H 1.301 -1.012 2.227
H -0.824 -0.686 -1.035
H 0.111 1.665 -1.628
H 2.245 -0.095 -0.065
O -0.267 0.846 0.249
S -0.417 -1.717 1.123
S -1.867 3.115 -0.050
S 1.864 -1.407 -2.051

***

10.
14
Properties=species:S:1:pos:R:3 method="wB97M-V/def2-TZVPD" de_lowest_ev=0.691 smiles="O=C(S)[C@@H]1[C@H](S)[C@@H]1S" max_force_ev_per_a=1.43 e_tot_ev=-38797.411 charge=0 orbital_gap_ev=9.51
O 1.762 0.388 -0.889
C 1.204 0.832 0.082
S 2.114 1.939 1.152
C -0.215 0.506 0.472
C -0.648 -0.951 0.567
S 0.416 -2.341 0.258
C -1.205 -0.069 -0.495
S -0.957 -0.305 -2.262
H 1.168 2.153 2.085
H -0.640 1.172 1.234
H -1.321 -1.164 1.400
H 0.223 -2.378 -1.022
H -2.252 0.242 -0.317
H 0.350 -0.024 -2.264

***

11.
13
Properties=species:S:1:pos:R:3 method="wB97M-V/def2-TZVPD" de_lowest_ev=3.693 max_force_ev_per_a=2.93 e_tot_ev=-24998.037 charge=0 orbital_gap_ev="8.02 / 6.81"
C 2.644 0.406 -0.524
C 1.508 -0.164 -0.218
C -0.993 -0.781 0.325
C 2.706 -1.035 0.101
O -1.641 0.204 -0.091
Si -2.935 1.271 -0.080
S -1.248 -2.264 0.874
H 3.466 0.780 -1.067
H 3.025 -1.759 -0.618
H 3.175 -1.200 1.037
H -2.250 2.256 -0.830
H -4.363 0.571 -0.231
H -3.094 1.716 1.323

***

12.
13
Properties=species:S:1:pos:R:3 method="wB97M-V/def2-TZVPD" max_force_ev_per_a=4.67 e_tot_ev=-35192.207 charge=+1 s_squared=2.021 multiplicity=3 orbital_gap_ev="7.92 / 5.97"
C -0.962 0.477 -1.060
C -1.701 0.427 0.251
C 0.343 0.324 -1.032
C -1.273 0.232 1.457
P 1.350 -0.100 0.371
S 2.589 1.458 0.378
S 2.547 -1.691 -0.259
H -1.379 0.574 -2.024
H -2.686 0.707 0.062
H 1.128 0.432 -1.913
H -1.600 0.048 2.446
H 3.408 0.980 1.142
H 1.629 -2.548 -0.282

***

13.
11
Properties=species:S:1:pos:R:3 method="wB97M-V/def2-TZVPD" de_lowest_ev=2.253 smiles=C#CCCS max_force_ev_per_a=2.82 e_tot_ev=-15077.540 charge=0 orbital_gap_ev=10.05
C 1.530 -1.373 1.437
C 0.604 -0.876 0.847
C -0.645 -0.586 0.081
C -0.285 0.913 -0.331
S -1.056 1.668 -1.695
H 2.346 -1.878 1.824
H -0.884 -1.318 -0.673
H -1.459 -0.616 0.867
H -0.750 1.484 0.526
H 0.801 1.016 -0.101
H -0.203 1.564 -2.783

***

14.
11
Properties=species:S:1:pos:R:3 method="wB97M-V/def2-TZVPD" de_lowest_ev=1.150 max_force_ev_per_a=2.61 e_tot_ev=-15078.643 charge=0 orbital_gap_ev=8.91
C -1.133 1.129 -0.003
C -0.077 0.268 0.063
C -0.839 -1.041 0.057
C 1.435 0.209 0.000
S -2.383 -0.033 0.016
H -1.228 2.202 -0.110
H -0.741 -1.438 -0.945
H -0.530 -1.814 0.898
H 1.902 0.120 1.014
H 1.984 1.087 -0.345
H 1.611 -0.689 -0.644

***

15.
12
Properties=species:S:1:pos:R:3 method="wB97M-V/def2-TZVPD" de_lowest_ev=0.754 smiles="C=CC(=S)SC" max_force_ev_per_a=2.36 e_tot_ev=-25914.537 charge=0 orbital_gap_ev=8.27
C 1.102 -0.996 2.242
C 0.225 -0.313 1.545
C 0.284 -0.177 0.050
S 1.366 -0.864 -0.948
S -1.034 0.883 -0.368
C -1.023 0.986 -2.215
H 1.961 -1.386 1.742
H 0.949 -1.145 3.325
H -0.589 0.034 2.166
H -0.082 1.331 -2.565
H -1.236 0.016 -2.678
H -1.924 1.632 -2.297

***

16.
12
Properties=species:S:1:pos:R:3 method="wB97M-V/def2-TZVPD" de_lowest_ev=3.747 smiles="S=CSC1CC1" max_force_ev_per_a=7.57 e_tot_ev=-25911.544 charge=0 orbital_gap_ev=8.48
S -1.201 3.136 -1.210
C -0.885 1.753 -0.618
S -0.640 1.247 1.007
C -0.503 -0.280 0.495
C 0.534 -0.755 -0.495
C 0.946 -0.838 0.911
H -1.201 1.052 -1.305
H -1.400 -0.971 0.922
H 1.129 -0.134 -1.152
H 0.186 -1.735 -1.023
H 1.104 -1.910 1.115
H 1.932 -0.564 1.351

***

17.
12
Properties=species:S:1:pos:R:3 method="wB97M-V/def2-TZVPD" de_lowest_ev=3.368 max_force_ev_per_a=6.89 e_tot_ev=-25911.924 charge=0 orbital_gap_ev=8.38
C -0.578 0.242 -0.013
C 1.038 0.580 -0.006
C 2.005 -0.873 0.022
C -1.911 0.851 -0.017
S 0.096 -1.510 -0.011
S -3.385 -0.068 0.012
H 1.297 1.131 -0.908
H 1.301 1.183 0.863
H 2.452 -1.089 0.969
H 2.504 -1.092 -0.897
H -1.999 1.919 -0.031
H -2.821 -1.274 0.017

***

18.
13
Properties=species:S:1:pos:R:3 method="wB97M-V/def2-TZVPD" de_lowest_ev=0.884 smiles="S=C(S)[C@H]1C[C@@H]1S" max_force_ev_per_a=3.34 e_tot_ev=-36749.374 charge=0 orbital_gap_ev=8.54
S 2.105 1.546 -0.564
C 1.509 0.075 -0.188
S 2.756 -1.224 -0.193
C 0.135 -0.263 0.153
C -0.560 0.688 1.128
C -1.020 0.583 -0.277
S -2.515 -0.349 -0.537
H 1.912 -2.260 -0.285
H 0.001 -1.364 0.084
H -0.098 1.555 1.503
H -1.017 0.083 1.940
H -0.833 1.520 -0.869
H -2.376 -0.588 -1.895

***

19.
12
Properties=species:S:1:pos:R:3 method="wB97M-V/def2-TZVPD" de_lowest_ev=2.554 max_force_ev_per_a=3.52 e_tot_ev=-19993.434 charge=0 orbital_gap_ev=7.43
C -1.838 0.174 2.011
C 2.051 -1.950 -0.159
C -0.873 0.179 1.296
C 1.739 -0.806 0.022
Si 0.756 0.722 0.602
Si -0.890 0.357 -2.239
H -2.715 -0.022 2.555
H 2.513 -2.884 -0.313
H 1.661 0.811 1.891
H 0.913 1.992 -0.136
H -2.462 0.102 -2.189
H -0.857 1.324 -3.339

***

20.
14
Properties=species:S:1:pos:R:3 method="wB97M-V/def2-TZVPD" de_lowest_ev=3.747 max_force_ev_per_a=4.18 e_tot_ev=-12348.143 charge=0 orbital_gap_ev="5.92 / 5.93"
H -0.791 -1.005 -0.801
O -2.271 0.742 -1.875
C -1.990 -0.004 -0.965
H -2.793 -0.524 -0.396
C -0.626 0.668 0.392
C 0.209 -0.510 0.266
C 1.636 -0.363 -0.255
H -1.297 0.680 1.262
H -0.218 1.578 -0.062
H 0.096 -1.249 1.072
H 1.633 0.493 -0.976
H 1.841 -1.259 -0.891
O 2.552 -0.212 0.757
Ag 2.019 0.966 2.472